1.
ORCA calculation (ωB97M-V/def2-TZVPD) on a structure of composition C29H23EuN8O9 at a distorted geometry.

Values from the calculation:
E_LUMO (alpha / beta): -0.0209 / -0.0211 Eh
Molar mass: 779.51 g/mol
Spin multiplicity: 7
Frontier orbital gap (alpha / beta): 8.663 / 8.666 eV
Energy: -2944.83194 Ha
Energy relative to the best compared isomer or geometry (same formula, charge and spin): 0.000 eV

```
70
Properties=species:S:1:pos:R:3:forces:R:3
Eu -0.8449 -0.7174 -0.4312 -0.663 1.041 0.443
O -4.3130 0.2924 -2.6237 -0.253 0.054 -0.061
C -3.1948 0.4944 -2.2113 0.212 0.307 0.323
N -2.7910 0.6140 -0.9001 -0.281 0.018 -0.031
C -3.6692 1.1183 0.0290 0.429 -0.202 -0.142
O -4.5569 1.9209 -0.1570 -0.260 0.091 -0.123
C -3.3860 0.6658 1.4487 0.269 -0.138 -0.164
C -4.2458 1.0481 2.4595 -0.220 0.119 0.219
C -3.9991 0.6041 3.7463 -0.103 0.021 0.123
C -2.8951 -0.2049 3.9768 -0.098 0.017 0.273
C -2.0808 -0.5278 2.9113 0.120 -0.007 -0.298
N -2.3170 -0.1027 1.6659 -0.076 -0.028 0.177
C -2.0519 0.6084 -3.2046 0.085 0.070 0.251
C -2.3680 0.8344 -4.5288 -0.058 -0.031 -0.320
C -1.3397 1.0051 -5.4357 0.016 0.027 -0.153
C -0.0308 0.9317 -4.9814 -0.007 0.050 -0.264
C 0.1934 0.6875 -3.6436 -0.011 -0.080 0.248
N -0.7927 0.5369 -2.7556 -0.241 0.083 -0.029
H -5.0847 1.6816 2.2041 0.018 -0.029 0.034
H -4.6606 0.8784 4.5628 0.076 -0.018 -0.100
H -2.6627 -0.5809 4.9685 -0.040 0.063 -0.141
H -1.2076 -1.1558 3.0458 -0.007 -0.003 -0.049
H -3.4110 0.8688 -4.8100 0.024 -0.006 0.001
H -1.5539 1.1921 -6.4836 0.037 -0.020 0.119
H 0.8108 1.0537 -5.6530 -0.078 0.003 0.047
H 1.2019 0.6053 -3.2638 -0.012 -0.025 0.020
O 0.8343 -3.9863 -1.1298 -0.225 -0.004 -0.168
C 0.7117 -2.8164 -1.4746 -0.133 -0.189 -0.620
O -0.3420 -2.2330 -1.9474 0.981 -1.060 0.077
C 1.9257 -1.9148 -1.3393 -0.539 1.028 -0.030
C 3.2020 -2.4638 -1.3520 0.952 -0.053 0.118
C 4.2748 -1.6203 -1.2148 -0.091 -0.261 -0.017
C 4.0632 -0.2276 -1.0858 0.276 0.136 0.032
C 5.1231 0.7062 -0.9438 -0.073 0.655 0.043
C 4.8636 2.0643 -0.8392 0.664 -1.035 -0.044
C 3.5468 2.5309 -0.8925 -0.994 -0.429 -0.088
C 2.4942 1.6419 -1.0215 0.617 0.172 0.042
C 2.7342 0.2427 -1.0991 -0.151 0.257 0.105
N 1.6776 -0.6160 -1.2020 0.224 -0.648 -0.174
H 3.3018 -3.5389 -1.4405 0.023 0.130 0.018
H 5.2917 -2.0063 -1.1998 -0.144 0.054 -0.008
H 6.1459 0.3351 -0.9198 -0.172 0.079 0.005
H 5.6807 2.7697 -0.7259 -0.068 -0.128 -0.013
H 3.3570 3.5968 -0.8345 -0.053 -0.069 -0.017
H 1.4737 1.9831 -1.0801 -0.131 0.076 -0.010
C -0.5288 3.3509 0.8124 0.186 0.014 0.166
C 0.3280 2.2775 1.4040 -0.074 0.146 0.031
N 0.2757 1.0033 1.0970 0.060 -0.396 -0.091
C 1.2158 0.3581 1.8774 -0.433 -0.407 -0.404
C 1.8507 1.2659 2.6530 0.093 0.480 0.200
N 1.2679 2.4671 2.3532 0.102 0.331 0.035
C 2.9527 1.2168 3.6402 0.235 0.269 0.156
O 3.5213 0.0503 3.7916 0.384 0.656 0.482
O 3.2830 2.2281 4.2214 -0.099 -0.071 -0.069
C 1.3516 -1.1336 1.8391 -0.322 -0.139 -0.296
O 2.3253 -1.6483 2.4057 -0.377 -0.165 -0.285
O 0.4134 -1.7442 1.2155 0.615 0.330 0.536
H -1.1750 2.9150 0.0545 -0.026 -0.044 -0.047
H 0.0762 4.1401 0.3534 -0.051 -0.119 0.059
H -1.1599 3.8128 1.5776 0.069 -0.063 -0.067
H 1.5567 3.3267 2.7919 -0.002 0.089 0.041
H 3.0810 -0.6121 3.1873 -0.055 -0.809 -0.151
N -3.3450 -3.7810 1.5518 0.008 0.059 0.038
C -2.4022 -3.5771 0.5980 -0.164 0.753 -0.221
N -1.6254 -4.6062 0.2671 0.115 -0.159 0.045
O -2.3133 -2.4418 0.0707 -0.170 -0.850 0.346
H -3.5493 -4.6976 1.8944 -0.081 -0.165 0.032
H -4.0402 -3.0675 1.6591 -0.061 0.104 0.010
H -1.6629 -5.4537 0.8048 0.032 0.005 -0.015
H -0.8057 -4.4493 -0.3142 0.178 0.065 -0.183
```
Positions in Å, forces in eV/Å.



2.
ORCA calculation (ωB97M-V/def2-TZVPD) on an isolated molecule of C5H7NO.

Values from the calculation:
E_LUMO: 0.0322 Eh
SMILES string: C#CCCNC=O
Molar mass: 97.12 g/mol
Spin multiplicity: 1
Frontier orbital gap: 10.729 eV
Energy: -324.66241 Ha
Energy relative to the best compared isomer or geometry (same formula, charge and spin): 1.689 eV

```
14
Properties=species:S:1:pos:R:3:forces:R:3
O 2.7058 0.3602 -1.2566 -0.318 -0.081 -0.135
C 1.6089 0.0564 -1.6829 0.072 0.008 0.056
N 0.5775 -0.4027 -0.9267 0.026 0.073 -0.074
C 0.6620 -0.5047 0.5136 0.078 -0.078 0.118
C -0.2752 0.4843 1.2208 0.015 0.048 0.030
C -1.6709 0.2995 0.8083 -0.479 -0.069 -0.175
C -2.7996 0.1226 0.4251 0.450 0.065 0.172
H 1.3471 0.1158 -2.7560 0.054 0.009 0.124
H -0.3207 -0.5512 -1.3635 0.144 0.020 0.008
H 1.6995 -0.2905 0.7793 -0.157 -0.043 0.011
H 0.4255 -1.5276 0.8281 0.019 0.141 -0.041
H -0.1897 0.3506 2.3057 -0.027 0.013 -0.159
H 0.0400 1.5092 0.9936 -0.061 -0.130 0.016
H -3.8102 -0.0218 0.1111 0.185 0.025 0.051
```
Positions in Å, forces in eV/Å.



3.
ORCA calculation (ωB97M-V/def2-TZVPD) on a structure of composition C30H50IrP4Se at a distorted geometry.

Values from the calculation:
E_LUMO (alpha / beta): -0.4379 / -0.5895 Eh
Molar mass: 805.80 g/mol
Spin multiplicity: 6
Frontier orbital gap (alpha / beta): 4.897 / 2.187 eV
Total charge: +4
Energy: -5042.64989 Ha
Energy relative to the best compared isomer or geometry (same formula, charge and spin): 0.433 eV

```
86
Properties=species:S:1:pos:R:3:forces:R:3
Ir 0.4190 -0.5985 0.3060 -1.386 0.286 -0.193
P 0.5156 -2.2501 1.9214 2.136 -0.879 1.814
P 0.9195 -2.1109 -1.3134 1.162 -0.695 -1.067
P -0.7378 0.8062 1.7748 -0.724 0.828 0.360
H -3.7912 1.4843 -5.4738 0.540 0.332 0.482
C -3.3989 2.4218 -5.0296 -3.048 -0.183 -2.473
C -2.4409 2.5026 -4.0840 3.067 -0.110 2.512
H -1.7713 1.6381 -3.8283 -0.690 0.797 -0.529
C -0.8800 -3.3789 2.1478 -0.347 0.077 -0.213
C 1.9706 -3.3766 1.6567 -0.210 -0.111 0.089
C 0.8676 -1.6901 3.6582 -0.282 -0.089 -0.271
C 0.2678 -1.6873 -2.9506 -0.012 -0.344 -0.372
C 2.7249 -2.3945 -1.6163 -0.388 -0.200 -0.065
C 0.3461 -3.8437 -1.2459 -0.074 -0.048 -0.067
C -1.6396 2.1737 0.9684 -0.108 0.124 0.235
C 0.0390 1.6336 3.2040 -0.163 -0.075 0.081
C -2.1693 -0.0687 2.5291 0.085 0.226 0.100
H -3.9519 3.2970 -5.4015 0.552 -0.004 0.073
H -2.2199 3.4268 -3.5069 -0.506 -0.553 -0.445
H -0.6230 -4.0590 2.9719 -0.128 0.090 -0.227
H -1.0708 -3.9481 1.2316 0.138 -0.019 0.214
H -1.7765 -2.8060 2.4064 0.161 -0.169 0.095
H 2.2356 -3.7828 2.6485 -0.006 -0.011 -0.528
H 2.8403 -2.8416 1.2407 -0.431 -0.218 0.325
H 1.7102 -4.1975 0.9703 0.321 0.323 0.616
H 1.2759 -2.5662 4.1896 -0.279 0.404 -0.018
H -0.0710 -1.3572 4.1291 0.495 -0.160 0.012
H 1.6074 -0.8724 3.6855 -0.355 -0.497 -0.027
H 0.5569 -2.5103 -3.6235 -0.149 0.393 -0.063
H 0.6488 -0.7381 -3.3416 -0.073 -0.224 0.135
H -0.8263 -1.6534 -2.8844 0.179 0.024 -0.119
H 2.8069 -3.4454 -1.9377 0.274 0.427 0.020
H 3.3328 -2.2574 -0.7046 -0.233 0.115 -0.572
H 3.0524 -1.7401 -2.4403 0.055 -0.319 0.461
H 0.8386 -4.3091 -2.1143 -0.479 -0.088 0.234
H -0.7464 -3.8835 -1.3478 0.273 -0.142 -0.075
H 0.6592 -4.3957 -0.3552 -0.265 0.196 -0.413
H -2.4100 2.5030 1.6820 0.149 0.052 -0.320
H -2.1141 1.8081 0.0481 0.065 0.152 0.227
H -0.9785 3.0185 0.7416 -0.208 -0.308 0.073
H -0.7897 1.9173 3.8771 0.421 0.033 -0.166
H 0.5642 2.5381 2.8598 -0.210 -0.411 0.224
H 0.7258 0.9685 3.7455 -0.231 0.384 -0.211
H -2.8067 0.7463 2.9104 0.022 -0.567 0.062
H -1.8568 -0.7177 3.3629 -0.310 0.253 -0.378
H -2.7181 -0.6364 1.7581 0.175 0.218 0.359
C -4.6320 -2.1464 -1.3295 -0.612 1.108 -0.652
C -3.9967 -1.0394 -1.9286 -0.105 -0.735 -0.349
C -4.7823 -0.1122 -2.6209 0.045 -0.459 0.523
C -6.1698 -0.2518 -2.6292 -0.140 -0.381 -0.049
C -6.7994 -1.3286 -1.9664 0.418 0.298 0.065
C -6.0352 -2.2673 -1.2677 0.621 -0.146 -0.206
Se -3.5698 -3.5050 -0.5014 -0.507 1.073 0.890
H -3.7762 -2.6879 0.7640 0.277 -1.040 -0.227
H -2.9099 -0.9476 -1.9035 -0.227 -0.039 -0.074
H -4.2841 0.6946 -3.1751 -0.339 -0.267 0.400
H -6.7562 0.4735 -3.1901 -0.087 -0.255 0.198
H -7.8818 -1.4529 -1.9860 0.263 0.183 -0.013
H -6.4826 -3.1061 -0.7196 -0.063 0.411 -0.395
C 2.8954 0.9140 -1.8866 0.137 -0.265 -0.406
P 2.1375 0.8562 -0.2250 2.210 1.941 0.851
C 3.5788 0.7525 0.9209 -0.182 -0.269 0.125
C 3.6360 -0.1816 1.9622 0.029 0.270 -0.180
C 4.7003 -0.1578 2.8709 -0.139 -0.085 0.159
C 5.7140 0.8068 2.7867 -0.435 0.124 -0.298
C 5.6665 1.7146 1.7160 -0.097 -0.105 0.165
C 4.6171 1.6759 0.7932 0.233 0.109 0.045
C 1.6147 2.6272 -0.0687 -1.052 -0.569 0.312
C 0.6936 3.1020 -1.0194 0.192 0.140 -0.053
C 0.2873 4.4346 -1.0113 0.252 -0.275 -0.006
C 0.7368 5.2919 -0.0046 0.172 -0.010 -0.291
C 1.5452 4.7894 1.0117 0.303 -0.170 0.079
C 1.9681 3.4535 1.0082 -0.062 -0.002 -0.340
H 3.7953 0.2905 -1.9311 -0.259 0.002 0.135
H 3.2123 1.9388 -2.1366 -0.313 -0.317 0.208
H 2.1839 0.5542 -2.6341 0.166 0.207 -0.060
H 2.8153 -0.9028 2.0453 0.569 0.273 0.110
H 4.7123 -0.8894 3.6767 0.071 0.151 -0.111
H 6.4972 0.8823 3.5603 -0.459 -0.178 -0.616
H 6.4305 2.4840 1.6152 -0.134 -0.224 -0.002
H 4.5899 2.3981 -0.0164 0.132 0.040 0.087
H 0.2590 2.4074 -1.7477 0.383 0.239 -0.001
H -0.3362 4.8032 -1.8202 -0.026 0.074 0.209
H 0.4995 6.3563 -0.0460 -0.035 -0.347 0.133
H 1.9158 5.4566 1.7858 -0.188 -0.124 -0.035
H 2.5737 3.0517 1.8231 0.009 0.307 -0.319
```
Positions in Å, forces in eV/Å.



4.
ORCA calculation (ωB97M-V/def2-TZVPD) on a structure of composition C18H27BGaN3O3PS2 at a distorted geometry.

Values from the calculation:
E_LUMO: 0.0380 Eh
Molar mass: 509.07 g/mol
Spin multiplicity: 1
Frontier orbital gap: 5.463 eV
Total charge: -1
Energy: -4178.83995 Ha

```
56
Properties=species:S:1:pos:R:3:forces:R:3
C 1.2202 -4.2135 -1.6681 -0.633 0.747 0.393
C 0.5040 -2.9856 -0.7973 1.075 0.290 -0.994
Ga -1.5974 -3.1485 -0.7872 0.371 1.169 1.310
C -2.4238 -1.7117 0.5068 -1.067 0.317 0.682
C -1.5766 -1.6852 1.9101 0.810 0.792 -0.671
C -1.5856 -0.1932 2.6381 -1.170 -0.491 -1.248
S 0.1980 0.3738 3.0059 -0.543 1.803 -1.167
C 0.6632 1.3668 1.4405 -1.575 -1.659 -1.537
S 0.1047 0.6901 -0.0334 1.435 1.814 2.911
N 1.4352 2.6594 1.5826 -0.148 0.652 -2.202
C 0.5620 3.8566 1.2806 -3.237 2.978 -0.301
C -0.9519 3.8439 1.9917 -0.140 2.557 -1.386
C -2.0788 5.0208 1.7930 4.298 -0.037 -2.036
C -1.7012 6.2841 0.8190 2.715 -3.287 0.935
C -0.2089 6.3313 0.1373 -1.299 -2.259 1.920
C 0.9528 5.1475 0.3488 -3.782 -0.621 1.908
C 2.7348 2.6627 0.8108 4.663 -0.206 -1.629
C 4.1360 2.6733 1.7238 0.411 -0.073 -3.000
C 5.6518 2.6329 1.0975 -3.769 -0.133 -2.574
C 5.8053 2.5635 -0.5374 -3.926 0.265 2.382
C 4.4396 2.5838 -1.4474 -0.222 -0.098 3.393
C 2.9130 2.6233 -0.8180 2.986 -0.018 2.590
B -2.2675 -4.9937 -0.1159 -1.136 -1.153 0.353
N -1.5767 -6.2654 -0.5782 0.244 0.176 0.121
O -3.4214 -5.1116 0.8150 2.917 0.146 0.515
P -2.5132 -2.8389 -2.9559 0.306 -1.403 -0.561
N -2.2864 -4.1886 -3.8361 -0.040 1.467 0.897
O -4.2263 -2.5849 -2.7667 1.588 0.888 -2.302
O -1.7839 -1.4490 -3.7852 -1.539 -0.250 1.917
H 0.3270 -4.8901 -2.0377 2.300 0.958 0.591
H 1.7765 -3.7506 -2.5925 -1.036 -1.130 1.760
H 1.9869 -4.7742 -0.9744 -1.551 0.786 -1.583
H 0.9459 -2.9480 0.2906 -0.744 0.114 -2.123
H 0.7626 -1.9972 -1.3900 -0.282 -1.713 1.517
H -2.4284 -0.7044 -0.0922 0.154 -1.484 1.579
H -3.5701 -1.9664 0.7185 2.394 0.537 -0.384
H -0.4303 -1.9015 1.6682 -2.507 0.374 0.541
H -1.9212 -2.4945 2.6838 0.466 1.482 -1.517
H -2.0827 0.6030 1.9066 1.260 -1.695 1.509
H -2.2599 -0.2304 3.5942 1.748 0.316 -1.415
H -1.2628 2.9388 2.7055 0.988 2.147 -1.823
H -3.1350 4.9530 2.3409 2.683 0.083 -1.379
H -2.5351 7.1039 0.6587 2.189 -1.748 0.183
H 0.0182 7.2739 -0.5588 -0.364 -2.444 1.718
H 2.0138 5.2155 -0.1510 -2.473 -0.084 1.121
H 4.0267 2.7135 2.8997 0.125 -0.105 -2.736
H 6.5973 2.6320 1.8216 -2.383 -0.006 -1.821
H 6.8947 2.5020 -0.9731 -2.601 0.157 0.696
H 4.5338 2.5256 -2.6147 -0.185 0.135 2.589
H 1.9504 2.6111 -1.5168 2.432 -0.003 1.696
H -1.4712 -6.3077 -1.6252 0.217 0.247 1.635
H -0.6143 -6.2746 -0.1287 -1.452 -0.046 -1.027
H -3.0863 -4.7577 1.6972 -0.911 -0.304 -1.710
H -1.7637 -4.9166 -3.2966 -0.569 1.211 -0.554
H -4.6449 -2.4332 -3.6704 0.749 -0.421 1.525
H -1.7488 -0.6691 -3.1381 -0.241 -1.740 -1.204
```
Positions in Å, forces in eV/Å.